Formula: C10H30ClO5S2
Source: OMol25
Level of theory: wB97M-V/def2-TZVPD

ORCA input file:
```
! RIJCOSX wB97M-V def2-TZVPD def2/J DEFGRID3
* xyz -1 1
Cl 52.442 16.564 32.704
C 54.265 21.274 32.372
C 54.058 19.823 32.846
O 53.449 19.222 31.740
H 55.034 21.110 31.542
H 54.689 21.987 33.128
H 53.208 21.652 31.989
H 53.445 19.741 33.773
H 54.994 19.312 33.109
H 52.809 18.589 32.083
C 52.714 14.731 37.644
C 52.078 15.052 36.279
O 52.592 16.157 35.908
H 53.845 14.637 37.767
H 52.443 13.810 38.098
H 52.381 15.560 38.123
H 50.999 15.213 36.362
H 52.518 14.238 35.597
H 52.712 16.258 34.926
C 47.773 14.516 35.261
C 48.775 14.732 33.993
O 49.621 15.833 34.238
H 48.236 13.929 35.892
H 46.833 14.048 35.110
H 47.316 15.470 35.680
H 48.264 14.783 32.764
H 49.394 13.538 33.977
H 50.528 15.607 33.721
C 52.518 11.107 30.501
S 51.686 12.701 30.771
O 50.235 12.436 31.116
C 52.350 12.821 32.394
H 52.206 10.333 31.132
H 53.708 11.273 30.468
H 52.056 10.854 29.516
H 51.814 13.739 32.983
H 53.357 13.055 32.262
H 52.281 11.745 32.889
C 55.402 16.106 34.293
S 55.632 16.074 36.017
O 57.208 16.025 35.991
C 55.321 17.866 36.470
H 55.727 15.295 33.660
H 55.659 17.090 33.780
H 54.350 15.971 34.185
H 55.602 18.234 37.466
H 54.230 17.749 36.418
H 55.690 18.647 35.622
*
```

Calculated values
Highest occupied orbital energy = -5.821 eV
ΔE to the lowest compared entry with this formula, charge and spin = 135.83 kJ/mol
Gap between HOMO and LUMO = 8.4 eV
Max |F| = 0.1584 hartree/bohr